DFT (ωB97M-V with the def2-TZVPD basis set) results for a cluster of 2 separate species, C6H5BrF3N in total.

The geometry in XYZ format:
```
16
Properties=species:S:1:pos:R:3:forces:R:3:lowdin_charge:R:1
C -0.46295 -1.64126 -0.49173 1.111 2.225 -0.410 -0.037
C 0.33902 -0.74318 -1.14950 -1.354 2.328 0.315 -0.136
C -1.30771 -1.12166 0.53774 -0.343 -1.209 -0.952 -0.182
C -1.23279 1.07448 -0.30756 0.996 -1.141 -2.348 -0.246
C 0.08281 0.63303 -0.98657 -1.326 -0.303 1.950 -0.717
C 1.66814 0.54799 1.16886 0.277 -0.664 0.855 -0.396
N -1.67949 0.08294 0.61779 -1.375 0.245 0.869 0.053
F 3.00975 0.65312 1.15356 -0.697 1.089 -0.298 0.103
F 1.08532 1.39689 2.04705 0.776 -0.535 -0.790 0.103
F 1.47803 -0.70970 1.56558 -0.775 0.097 0.020 0.104
Br 1.02769 1.90990 -1.91165 0.366 0.566 -0.555 0.825
H -0.36131 -2.64682 -0.65089 0.221 -2.407 -0.189 0.078
H 1.11726 -0.77809 -1.83983 1.331 -1.735 -1.048 0.077
H -1.69322 -1.91887 1.17560 -0.240 0.636 0.542 0.117
H -1.12035 1.94068 0.28444 0.255 1.407 0.187 0.087
H -1.95021 1.32057 -1.21290 0.778 -0.600 1.853 0.167
```
Forces are in eV/Å.

Its HOMO-LUMO gap (spin up / spin down) is 0.2610 / 0.3113 Eh. The calculation puts the HOMO energy (spin up / spin down) at -8.0 / -9.7 eV. Its spin multiplicity is 1. The LUMO energy (spin up / spin down) comes out at -0.034 / -0.044 Ha.